Record 1
The following is a quantum chemistry calculation of a structure of composition C44H82BrCaGeNO3S5SeSi2 in a non-equilibrium geometry, from OMol25.

Structure (XYZ):
```
141
Properties=species:S:1:pos:R:3:nbo_charge:R:1
H -2.01 4.95 2.86 0.188
H 2.00 -4.13 3.83 0.217
H -1.34 1.30 3.12 0.267
H -1.64 1.89 4.75 0.204
H 3.90 -3.07 -1.20 0.205
C 5.50 -5.34 1.94 -1.081
H 5.80 -5.63 5.28 0.214
H -2.66 -4.32 3.34 0.218
H -4.32 4.61 -1.70 0.205
C 1.32 6.65 -3.43 -0.130
C 2.62 -4.25 2.94 -1.086
C 2.66 6.41 -3.79 -0.317
H -6.72 3.27 1.35 0.204
C -4.49 5.31 0.98 -0.610
C 3.36 7.42 -4.55 0.775
Si -3.60 2.61 1.51 1.916
H -4.42 -4.24 3.11 0.204
H -0.89 3.65 2.38 0.266
H -1.72 3.88 -0.49 0.269
C -2.33 4.67 -0.05 -0.640
H -4.24 4.39 3.91 0.200
S 1.88 2.83 4.29 0.279
H 1.46 1.69 -5.23 0.188
H 1.27 -1.80 3.84 0.201
H 4.20 -5.26 5.91 0.218
C 1.71 1.15 -4.32 -0.642
C -5.32 1.64 1.69 -0.541
H 2.77 1.26 -4.14 0.199
H -0.48 5.88 -2.57 0.209
C -4.41 3.78 -0.99 -0.611
C 3.48 2.59 4.98 0.164
H 0.73 -2.25 2.19 0.217
H -5.07 0.94 3.74 0.207
H -2.84 0.87 3.96 0.189
C 1.47 -1.69 2.78 -0.811
H 1.67 -1.92 -5.88 0.195
H 4.21 -8.08 3.62 0.213
H 2.37 -4.30 -1.90 0.197
H 2.95 -7.65 2.46 0.220
C -2.76 2.94 3.24 -0.570
C 3.41 -7.37 3.41 -1.070
H -6.21 3.12 3.03 0.210
H -4.27 -2.54 -0.24 0.225
H -1.16 -3.63 -2.09 0.174
Br -2.42 1.03 0.34 -0.371
H -4.99 0.32 -0.01 0.228
Se 3.23 -2.41 2.39 0.293
O 4.59 7.09 -5.07 -0.700
H -5.51 5.03 1.22 0.195
H 4.29 0.40 -2.52 0.209
H 5.67 -4.28 1.76 0.246
C -5.77 0.96 0.39 -0.620
H -4.52 2.76 4.52 0.194
C -2.12 1.66 3.79 -0.635
O 2.93 8.54 -4.80 -0.625
C 4.21 -2.75 -3.88 -0.615
H -6.04 -0.12 2.72 0.191
H -2.42 5.46 -0.79 0.193
H 5.64 -0.57 -3.11 0.189
C 3.79 -1.67 -2.88 -0.457
H 5.15 -4.00 5.13 0.242
S 4.47 1.54 3.98 0.298
H 1.74 -4.03 -4.37 0.201
C 1.10 4.43 -2.49 -0.110
H 4.27 4.96 -3.57 0.171
O 3.84 3.08 6.02 -0.629
H -1.15 -2.12 -2.99 0.207
H 5.39 -2.20 -1.52 0.187
H -4.52 6.16 0.30 0.203
C -5.17 0.53 2.73 -0.614
H 3.88 -2.50 -4.89 0.200
H 6.44 -5.80 2.23 0.216
H 2.92 3.29 -2.46 0.216
C 3.29 1.25 2.67 -0.414
C -2.06 -2.80 1.17 0.327
N -1.09 -2.23 0.94 -0.344
H -3.22 3.73 5.18 0.208
H -2.28 -5.44 1.07 0.220
Ca 1.40 0.31 -0.51 1.709
C 4.56 -0.40 -3.21 -0.604
H 2.93 -0.68 -5.82 0.196
H 4.80 6.18 -4.83 0.478
H -3.49 -2.76 3.42 0.225
H -1.79 5.08 0.80 0.213
H 4.37 -0.07 -4.23 0.195
S 0.14 3.20 -1.85 -0.422
H 0.75 -4.74 -1.41 0.180
H 1.98 -4.62 2.13 0.219
C -0.23 -0.29 -4.55 -0.605
H -4.04 -5.51 0.92 0.203
C 1.86 -0.86 -5.76 -0.614
C 0.56 5.69 -2.82 -0.273
C 1.29 -0.32 -4.44 -0.455
H -1.11 4.04 4.07 0.208
H -4.29 -0.07 2.52 0.216
H 1.17 1.61 -3.50 0.240
H -7.35 1.96 2.35 0.192
H 5.18 -5.78 1.00 0.226
H 2.65 -7.48 4.18 0.217
C -4.44 -2.74 0.82 -0.589
Ge 4.10 -5.49 3.33 1.596
H 4.05 -1.39 -0.73 0.220
H -4.53 -1.78 1.32 0.232
C 2.09 1.86 2.81 -0.399
H 1.43 -0.64 2.50 0.262
C 0.75 -3.80 -3.99 -0.615
C 1.41 -3.89 -1.60 -0.608
H -5.46 3.57 -0.85 0.186
H -3.06 -4.77 -0.36 0.223
C 0.82 -2.99 -2.69 -0.453
H 1.40 -0.33 -6.60 0.184
H 0.20 -3.26 -4.75 0.197
C -3.72 4.15 0.33 -0.559
C -3.75 3.49 4.27 -0.606
C -6.46 2.56 2.14 -0.614
H -0.62 -2.13 -1.32 0.215
C 3.22 5.18 -3.40 -0.110
H 0.23 -4.75 -3.82 0.178
H -4.00 5.63 1.89 0.206
H -0.64 -1.26 -4.83 0.186
H -3.93 2.92 -1.44 0.231
C -0.61 -2.69 -2.25 -0.616
H -5.37 -3.29 0.93 0.203
H 0.90 7.61 -3.68 0.219
H -6.04 1.69 -0.37 0.209
Si 1.84 -1.28 -2.78 0.627
C 4.89 -5.06 5.10 -1.078
S 3.81 0.24 1.38 -0.484
H 5.30 -2.85 -3.90 0.183
S 0.75 1.81 1.76 -0.551
C 4.30 -2.11 -1.50 -0.612
H -0.68 0.04 -3.61 0.213
C -3.28 -3.54 1.41 -0.168
H 1.53 -3.34 -0.68 0.218
H 3.80 -3.72 -3.61 0.193
C 2.47 4.23 -2.76 -0.288
C -1.63 3.96 3.11 -0.630
C -3.47 -3.73 2.92 -0.584
H -0.54 0.42 -5.33 0.191
H -6.65 0.35 0.59 0.186
C -3.16 -4.90 0.71 -0.583
```

Electronic energy (hartree): -12306.36676
Net charge: -2
LUMO (eV): 3.336

***

Record 2
The following is a quantum chemistry calculation of a cluster of 10 separate species, C44H82F18N6O14 in total in a non-equilibrium geometry, from OMol25.

Structure (XYZ):
```
164
Properties=species:S:1:pos:R:3:lowdin_charge:R:1
H 6.82 3.45 -0.33 0.154
F 4.21 1.01 1.77 0.184
H 1.11 0.04 -4.98 0.123
H 1.53 3.03 -2.13 0.072
N -0.16 -3.01 1.80 -0.027
H -3.42 3.77 5.94 0.122
C -1.86 -1.88 -7.69 -0.076
F -5.20 -9.19 -3.31 0.093
O -3.18 3.68 3.93 -0.149
H 1.61 1.62 -3.20 0.052
H 2.09 -2.04 -6.84 0.077
C 0.94 2.30 -2.69 -0.049
C -4.45 -9.73 -2.31 -0.567
H -5.67 3.02 3.31 0.108
C -2.34 -0.39 -0.99 -0.601
O 5.58 -0.93 -4.94 -0.146
C 3.34 1.80 1.23 -0.505
O 4.32 4.12 1.68 0.009
O 7.01 0.17 -3.33 -0.204
C -4.20 5.91 4.43 -0.579
C -5.58 -1.33 7.31 -0.087
H 2.55 -0.34 -6.95 0.086
H 0.80 1.42 5.09 0.066
N 0.76 -2.03 -4.55 0.056
H -0.53 2.08 -1.12 0.093
F 5.01 -0.61 -1.48 0.096
C -2.40 1.93 5.37 -0.063
H -7.95 3.72 3.74 0.083
F -3.00 -1.43 -0.58 0.201
H 1.96 -2.28 -1.53 0.053
H -4.12 -0.54 6.02 0.081
N -4.14 3.46 -0.14 -0.043
N -5.71 3.08 1.28 -0.026
F -1.50 -0.09 0.03 0.116
C -2.95 -5.45 -2.18 -0.111
H 1.99 0.73 4.12 0.047
H -0.04 -1.73 -3.02 0.127
H -1.95 -6.99 -1.38 0.087
C -6.44 2.84 2.58 -0.121
F -4.41 -11.07 -2.47 0.092
C 0.97 -0.88 -5.54 -0.383
H 6.49 -1.84 -3.24 0.150
F -4.93 -9.45 -1.09 0.131
H 9.31 3.02 1.39 0.125
H 1.32 3.08 3.32 0.110
H 7.41 2.76 2.41 0.112
H -4.77 -1.35 8.05 0.074
F 2.13 1.15 1.34 0.108
F 3.87 -1.59 -3.10 0.047
C 6.54 -0.74 -6.00 -0.271
F -3.90 6.38 5.63 0.128
C -0.24 -0.74 -6.35 -0.224
H -1.81 -1.85 2.23 0.087
H 6.11 1.33 -6.58 0.062
O -1.00 0.86 -2.69 -0.093
H 0.37 -2.82 -5.10 0.102
H -1.89 -3.33 3.00 0.116
F -6.34 -1.88 2.00 0.060
H -2.14 -4.74 -2.08 0.047
C 6.94 0.71 -6.24 -0.105
H 0.42 2.88 -3.45 0.075
C 3.31 3.14 2.05 -0.298
C -2.34 -6.80 -2.35 -0.366
C -1.21 -2.56 2.70 -0.162
H -6.26 -0.47 7.39 0.068
H 2.49 1.36 5.59 0.084
O -5.53 -1.53 4.89 -0.099
H -2.35 3.62 -1.43 0.091
H -2.38 -2.86 -7.65 0.091
C 1.21 -4.38 0.75 -0.030
H 6.81 5.66 0.70 0.105
O -3.30 5.29 2.34 -0.147
H 2.03 3.63 4.84 0.115
H 3.08 -1.32 -5.63 0.047
H -5.48 3.71 -1.86 0.108
F -4.61 7.06 3.75 0.065
H 0.15 -1.13 3.31 0.045
H -4.05 -2.25 6.12 0.111
H 6.08 -1.16 -6.88 0.096
H 7.30 1.10 -5.27 0.060
H 2.92 -1.96 -0.07 0.089
H 9.58 3.14 -0.33 0.127
H -3.68 -5.37 -1.38 0.068
H -1.26 -1.42 4.42 0.062
F 4.19 0.54 -3.16 0.158
H -1.95 1.61 4.42 0.083
H -3.12 5.15 -0.84 0.108
C -4.59 -1.63 3.71 -0.413
H 0.55 0.66 -1.30 0.099
H -1.55 -1.72 -8.72 0.073
H 0.33 -1.24 0.77 0.154
O -3.35 -2.08 4.01 -0.212
H 8.44 5.53 -0.06 0.056
H 7.53 -1.19 -5.80 0.117
C 2.27 -1.14 -6.28 -0.040
C -5.29 -2.51 2.66 -0.534
H 7.65 0.73 -7.04 0.055
H -3.77 3.04 1.95 0.130
F 3.71 1.98 -0.11 0.100
O -0.66 -2.03 -6.83 -0.208
N 1.31 -3.14 0.21 -0.081
H -4.53 -0.60 3.19 0.149
C 4.82 -0.58 -2.84 -0.532
O -2.18 -9.44 -1.49 -0.112
C -2.92 4.10 -0.61 0.001
H 9.01 0.80 -1.80 0.089
H 0.22 -2.44 4.41 0.069
C 8.86 2.72 0.41 -0.227
C -2.67 3.39 5.22 -0.321
H -7.40 4.66 2.26 0.089
H -1.80 3.94 5.40 0.088
C 1.81 1.54 4.77 -0.062
C -1.47 -0.45 -2.31 -0.329
H 2.35 3.64 1.87 0.150
H 8.38 5.26 1.65 0.085
H -6.65 1.79 2.62 0.120
F -4.43 -2.74 1.68 0.133
C 2.04 2.84 4.10 -0.189
H -2.58 -1.06 -7.35 0.103
O 3.37 2.96 3.43 -0.069
C -4.75 -1.42 6.04 -0.356
H -1.61 1.86 6.18 0.090
H -2.07 5.58 3.99 0.160
C 8.28 0.75 -0.98 -0.079
H 1.72 -2.42 -4.37 0.096
H -7.44 3.10 0.04 0.149
O -0.49 -1.39 -2.08 -0.037
O 8.72 1.32 0.30 -0.197
H -6.20 -2.23 7.30 0.068
H 8.00 -0.28 -0.84 0.075
H 3.07 -3.49 -0.95 0.123
F -3.24 0.55 -1.11 0.164
H -2.29 4.16 0.25 0.075
H -2.15 -0.57 -3.11 0.145
C 0.01 1.45 -1.80 -0.214
O -3.29 -7.73 -2.77 -0.166
H -0.13 -5.22 2.22 0.136
N 6.79 3.14 1.68 0.025
H -3.25 1.28 5.56 0.050
C -5.38 3.42 -0.85 0.010
F -5.73 -3.74 3.06 0.118
H 1.84 -5.10 0.25 0.140
F -5.26 5.17 4.62 0.151
C 6.11 -0.83 -3.55 -0.439
C 7.81 5.06 0.69 -0.081
H 7.30 1.13 -1.22 0.055
C -0.44 -1.83 3.84 -0.032
C 0.21 -4.36 1.66 0.026
H -3.58 -5.17 -3.08 0.082
H -0.11 -0.05 -7.23 0.143
C -3.09 5.16 3.60 -0.483
C -6.32 3.19 0.09 -0.051
H -2.63 -9.55 -3.49 0.134
C -7.66 3.70 2.69 -0.075
C -4.43 3.21 1.15 -0.029
H -8.56 3.30 2.18 0.079
C 2.38 -2.67 -0.65 0.013
C 7.57 3.55 0.49 -0.420
C -2.96 -9.24 -2.44 -0.526
H -1.49 -6.76 -3.10 0.120
C 0.42 -2.31 0.84 -0.002
H 6.33 2.32 1.32 0.071
H -1.01 -0.31 -5.69 0.121
H 5.20 3.78 1.66 -0.018
```

Electronic energy (hartree): -4905.05995
Net charge: -2
LUMO (eV): 3.164

***

Record 3
The following is a quantum chemistry calculation of a cluster of 10 separate species, C44H84F10N15O8PS4 in total in a non-equilibrium geometry, from OMol25.

Structure (XYZ):
```
166
Properties=species:S:1:pos:R:3:lowdin_charge:R:1
N 1.43 3.30 5.53 -0.043
S -4.87 4.53 -1.27 0.376
N 4.05 6.64 1.15 -0.046
C -1.88 9.17 4.51 -0.032
H 0.76 -2.46 -2.75 0.075
F -2.73 -1.09 5.86 -0.203
O -2.70 2.86 -1.94 -0.339
O -4.70 1.33 -1.97 -0.281
C 5.12 7.05 0.28 0.013
H 5.56 1.17 3.53 0.090
H 5.96 -0.87 -2.78 0.098
C -0.89 5.92 1.45 0.032
C 3.23 5.51 -3.19 -0.003
O 0.96 -0.34 4.13 -0.331
C -0.08 2.39 -8.53 -0.064
H -3.97 -2.88 -0.09 0.142
N -0.99 7.25 3.34 -0.068
C 2.61 6.73 1.00 -0.012
N 4.71 -0.85 3.48 -0.211
C -0.14 3.32 -4.24 -0.009
C 5.19 4.43 -2.30 0.009
H 3.10 4.14 2.58 0.037
C 3.66 -0.41 2.45 -0.093
H -2.12 5.85 4.53 0.170
C 2.82 3.48 3.40 -0.043
C -0.04 -0.79 -1.72 -0.140
C -0.54 7.16 2.00 -0.005
C 5.79 -0.62 1.33 -0.137
N -3.60 -1.70 -1.80 -0.081
N 4.91 2.34 -3.21 -0.035
H 0.57 1.58 -8.21 0.080
F 0.62 4.19 -1.15 -0.208
C 5.81 -1.45 2.59 -0.104
H 6.32 0.33 1.43 0.113
C 1.78 2.22 7.43 -0.021
S -0.28 -0.01 3.43 0.448
H -1.14 2.18 -8.39 0.098
H 8.50 5.05 1.95 0.077
H 0.07 7.96 1.62 0.119
F -3.24 1.57 0.02 -0.245
H 4.95 7.48 -0.70 0.125
H 7.29 3.95 2.48 0.071
C 5.42 -2.54 5.35 -0.225
H -1.12 5.07 -2.45 0.072
H -0.26 7.81 5.26 0.124
H 3.37 0.62 2.64 0.098
H -1.77 10.12 3.99 0.086
H 6.22 1.04 -4.24 0.144
C 3.82 3.13 -3.56 0.071
H 6.23 -1.26 0.56 0.121
N 6.13 6.41 2.20 -0.039
C 7.09 6.03 3.23 -0.159
N -0.88 4.46 -4.47 -0.045
H 5.36 5.32 -1.73 0.104
N 0.66 1.70 6.91 -0.051
C 2.32 3.14 6.56 -0.015
H -1.88 3.47 1.42 0.085
H 4.40 -4.07 6.50 0.084
H 2.26 5.71 0.85 0.063
C 0.29 3.68 -7.86 -0.170
H -2.04 3.42 3.26 0.091
H 0.00 2.48 -9.61 0.097
H 3.65 -1.38 5.28 0.118
H 4.54 0.75 4.90 0.098
N -1.48 0.30 4.36 -0.255
C 0.30 2.84 -5.45 -0.011
H -0.61 2.41 5.29 0.129
C 0.96 -2.03 -1.77 -0.042
C -2.51 -1.01 -2.22 0.028
H 0.74 4.35 3.82 0.107
H 5.79 -3.34 4.72 0.108
H 3.77 -1.38 0.63 0.119
C 7.88 4.80 2.82 -0.065
C 4.73 6.27 2.33 0.046
F 2.66 3.63 -0.09 -0.169
C 5.05 -3.22 6.69 -0.070
H -0.70 5.35 0.55 0.112
H 6.20 -1.80 5.55 0.095
F 1.61 2.25 -1.68 -0.180
H 6.69 -1.50 3.22 0.135
H 6.20 0.09 4.78 0.098
H 1.37 3.81 -7.80 0.133
H 6.50 5.71 4.09 0.123
N -1.40 -1.30 -1.38 -0.024
H 2.18 6.81 1.99 0.083
H 2.10 5.05 4.62 0.107
C 5.77 3.14 -2.41 0.048
H -2.03 9.34 5.58 0.081
H 3.77 3.26 3.89 0.061
C 5.52 0.08 -2.50 -0.056
H 8.55 4.36 3.56 0.096
S -3.92 2.35 -1.28 0.653
H 0.33 -0.22 -0.86 0.085
H 0.24 8.75 3.95 0.119
H -2.46 5.49 -3.51 0.105
C -0.63 8.24 4.33 -0.156
H 7.41 6.73 0.57 0.142
H 4.38 -2.55 7.24 0.072
H 5.90 -3.57 7.28 0.091
H 5.48 -2.48 2.44 0.146
C -1.68 6.08 3.57 0.017
C 5.30 0.36 4.22 0.030
C 6.37 6.74 0.86 0.031
N -0.17 3.70 -6.47 -0.045
O -2.74 -1.94 3.66 -0.261
H -4.92 -2.73 -2.98 0.110
C 5.30 1.04 -3.66 -0.174
C -0.29 0.72 7.53 0.057
H -5.18 -1.01 -3.07 0.099
H 0.05 -0.30 7.32 0.106
H 2.81 -1.09 2.53 0.120
F 1.70 1.59 0.47 -0.121
H 0.92 2.01 -5.75 0.124
H 2.95 2.85 -4.14 0.143
C -4.90 -1.82 -2.39 -0.003
H 4.53 0.68 -4.35 0.134
H -1.11 5.57 -6.37 0.174
H -1.25 -2.42 0.51 0.120
H 2.52 5.50 -4.02 0.113
H 4.17 6.05 3.22 0.140
C -0.83 4.68 -5.82 0.030
H -3.30 4.20 2.12 0.112
H 6.63 2.65 -1.98 0.128
O -0.76 -2.23 5.16 -0.276
H 2.01 -1.71 -1.75 0.057
N -4.86 3.43 -0.26 -0.235
P 1.20 2.92 -0.25 0.222
C 4.27 -0.49 1.02 -0.128
H -1.28 0.88 7.11 0.095
H 6.35 0.48 -1.91 0.065
C -2.26 3.94 2.33 0.042
H -0.25 0.92 8.60 0.110
O -5.66 4.40 -2.48 -0.269
F -5.87 5.42 -0.37 -0.200
H 4.65 -0.11 -1.88 0.067
H 2.16 7.37 0.24 0.121
H 0.09 -0.16 -2.60 0.115
H 2.45 2.49 3.13 0.049
C -1.84 -2.13 -0.35 0.021
H 3.62 -2.71 4.10 0.146
C 4.23 -1.92 4.53 -0.070
N 4.07 4.39 -3.07 -0.119
F 0.02 1.56 3.05 -0.245
H -2.50 -0.45 -3.15 0.160
F 0.75 3.57 1.16 -0.156
H 3.86 6.39 -3.32 0.110
C -1.38 5.37 -3.47 -0.011
C -3.21 -2.35 -0.63 0.023
H 7.76 6.83 3.55 0.147
H 3.99 0.38 0.44 0.093
S -1.78 -1.35 4.57 0.575
H -0.84 6.31 -3.47 0.104
C 1.67 4.09 4.33 -0.129
H -0.20 4.49 -8.39 0.137
H 0.70 -2.75 -1.00 0.070
O -3.72 5.41 -1.36 -0.334
N -1.66 5.28 2.45 -0.074
H -5.76 -1.90 -1.73 0.116
H 2.15 1.79 8.35 0.148
F -0.33 2.38 -0.51 -0.165
H 3.27 3.65 6.57 0.134
O -0.54 -0.66 2.14 -0.284
H -2.85 8.72 4.28 0.083
C 0.33 2.49 5.81 0.039
H 2.78 5.63 -2.21 0.090
H 0.00 2.95 -3.23 0.103
```

Electronic energy (hartree): -6081.74301
Net charge: +4
LUMO (eV): -8.833

***

Q: Among the records above, which one has the highest electronic energy?
A: C44H82F18N6O14

***

Q: electronic energy of number 1 (C44H82BrCaGeNO3S5SeSi2)?
A: -12306.36676 hartree

***

Q: The highest net charge belongs to which entry?
A: C44H84F10N15O8PS4